{"formula": "C13H17MgNS", "method": "ωB97M-V/def2-TZVPD", "orbital_gap_ev": 7.2571, "molar_mass_da": 243.658, "de_lowest_kcal_mol": 36.76, "species": ["C", "C", "C", "H", "C", "H", "H", "H", "C", "H", "H", "C", "H", "H", "C", "H", "H", "C", "H", "H", "Mg", "H", "S", "C", "C", "C", "C", "C", "N", "H", "H", "H", "H"], "xyz": [[-0.51, -1.00, -1.96], [-1.41, 0.66, -0.09], [-1.22, -0.80, -0.47], [0.53, -1.28, -1.76], [-2.40, 0.46, 1.07], [-0.49, 1.27, 0.13], [-2.21, -1.04, -0.93], [-3.12, 1.21, 1.36], [-1.29, -1.71, 0.71], [-0.36, -1.69, 1.31], [-1.56, -2.72, 0.37], [-0.66, 0.48, -2.42], [-0.96, 0.50, -3.48], [0.32, 0.97, -2.33], [-1.69, 1.22, -1.51], [-2.72, 1.02, -1.85], [-1.52, 2.30, -1.52], [-2.49, -0.98, 1.50], [-3.43, -1.45, 1.16], [-2.45, -1.20, 2.59], [-0.67, 0.54, 1.75], [-0.86, -1.62, -2.77], [1.03, -0.78, 3.10], [1.96, -0.07, 1.86], [3.35, -0.29, 1.72], [4.04, 0.31, 0.68], [3.35, 1.08, -0.26], [1.98, 1.26, -0.10], [1.33, 0.76, 0.97], [3.81, -0.93, 2.47], [5.12, 0.17, 0.60], [3.83, 1.54, -1.11], [1.38, 1.82, -0.82]], "lowdin_charge": [-0.084, -0.403, -0.287, 0.096, -0.267, 0.081, 0.151, 0.078, -0.158, 0.025, 0.128, -0.190, 0.106, 0.081, -0.123, 0.121, 0.106, -0.232, 0.105, 0.103, 0.607, 0.092, 0.630, -0.780, -0.092, -0.064, -0.069, -0.120, -0.054, 0.100, 0.109, 0.100, 0.107]}

***

{"formula": "C13H17N", "method": "ωB97M-V/def2-TZVPD", "smiles": "CCN[C@@H]1C[C@H]2C[C@@H]1c1ccccc12", "orbital_gap_ev": 9.1795, "molar_mass_da": 187.286, "de_lowest_kcal_mol": 164.15, "species": ["C", "C", "N", "C", "C", "C", "C", "C", "C", "C", "C", "C", "C", "C", "H", "H", "H", "H", "H", "H", "H", "H", "H", "H", "H", "H", "H", "H", "H", "H", "H"], "xyz": [[-2.71, -0.73, 1.70], [-1.98, 0.62, 1.94], [-0.90, 0.93, 1.10], [0.45, 0.44, 1.38], [1.44, 1.26, 0.40], [2.24, 0.39, -0.41], [2.32, -0.82, 0.69], [0.80, -0.96, 0.75], [0.27, -0.86, -0.66], [-1.05, -0.91, -1.38], [-1.09, -0.56, -2.62], [0.00, -0.03, -3.38], [1.28, 0.30, -2.73], [1.36, -0.33, -1.44], [-3.33, -1.19, 2.48], [-3.32, -0.49, 0.84], [-1.83, -1.35, 1.19], [-2.77, 1.27, 2.04], [-1.78, 0.59, 3.13], [-0.85, 2.00, 1.46], [0.65, 0.43, 2.41], [2.27, 1.90, 0.79], [0.96, 1.93, -0.22], [3.24, 1.14, -0.72], [3.08, -0.57, 1.41], [3.14, -1.57, 0.21], [0.34, -1.93, 1.19], [-1.93, -1.31, -1.01], [-2.28, -0.65, -2.83], [-0.05, 0.05, -4.49], [2.03, 0.99, -3.23]], "lowdin_charge": [-0.082, -0.360, -0.040, -0.217, -0.170, -0.285, -0.098, -0.220, -0.070, -0.082, -0.144, -0.059, -0.012, -0.148, 0.072, 0.047, 0.087, 0.068, 0.141, 0.182, 0.121, 0.125, 0.091, 0.211, 0.093, 0.153, 0.163, 0.058, 0.159, 0.094, 0.121]}

***

{"formula": "C13H17N2", "method": "ωB97M-V/def2-TZVPD", "orbital_gap_ev": 8.6141, "charge": 1, "molar_mass_da": 201.293, "de_lowest_kcal_mol": 99.82, "species": ["C", "C", "C", "C", "C", "C", "C", "C", "C", "C", "C", "C", "C", "N", "N", "H", "H", "H", "H", "H", "H", "H", "H", "H", "H", "H", "H", "H", "H", "H", "H", "H"], "xyz": [[2.63, 0.88, -2.44], [3.54, 0.15, -1.77], [1.28, 0.86, -2.09], [3.23, -0.46, -0.53], [0.91, 0.20, -0.96], [1.92, -0.42, -0.15], [-2.83, -0.59, -0.10], [-2.61, 0.78, 0.60], [-1.65, -0.61, -1.15], [-0.47, 0.91, 1.96], [-1.12, 1.15, 0.58], [0.03, -1.31, 1.00], [-0.50, 0.12, -0.46], [1.41, -1.18, 0.86], [-0.45, -0.53, 2.19], [2.82, 1.40, -3.28], [4.63, 0.07, -2.01], [0.60, 1.46, -2.81], [3.89, -1.12, 0.08], [-2.96, -1.35, 0.61], [-3.85, -0.45, -0.57], [-3.24, 1.52, 0.04], [-3.01, 0.86, 1.60], [-1.35, -1.76, -1.20], [-1.97, -0.09, -2.02], [0.54, 1.31, 1.85], [-0.90, 1.53, 2.71], [-0.84, 2.18, 0.32], [-0.45, -2.15, 0.65], [1.95, -1.89, 1.28], [0.26, -0.74, 2.94], [-1.45, -0.71, 2.29]], "lowdin_charge": [-0.094, -0.061, -0.015, -0.009, -0.130, -0.233, -0.156, -0.159, -0.097, -0.105, -0.195, -0.093, -0.087, 0.047, 0.097, 0.072, 0.133, 0.162, 0.135, 0.082, 0.133, 0.135, 0.105, 0.161, 0.109, 0.140, 0.132, 0.157, 0.117, 0.140, 0.213, 0.167]}

***

In order of appearance, max |F| = 6.25; 8.02; 6.40 eV Å⁻¹.